Entry 1:
117
Properties=species:S:1:pos:R:3:forces:R:3 method="wB97M-V/def2-TZVPD" fmax_ha_per_bohr=0.061 e_lumo_ha="-0.1085 / -0.1085" multiplicity=2 total_charge=+1 e_homo_ev="-5.9 / -10.5" gap_ev="3.0 / 7.6"
Mg -1.06470 2.75881 -1.79408 -0.042 -0.897 0.116
C 1.48743 0.99820 -0.32403 0.576 2.128 -0.454
C 1.55454 1.37181 -1.80394 0.620 -0.032 -0.423
C 2.68019 1.56903 -2.68442 -0.388 -0.381 1.641
C 2.14947 1.79991 -3.90816 -0.139 0.871 -1.517
N 0.76011 1.85809 -3.85678 2.035 -0.408 2.332
N 0.44716 1.55521 -2.48076 -0.754 0.739 -1.393
B 0.08538 3.08449 -4.51245 -0.406 0.115 -0.102
N -1.49844 2.72506 -4.52784 -0.638 -0.164 0.173
C -2.34843 2.56572 -5.56579 1.061 0.863 -1.619
C -3.61194 2.37584 -5.11164 -0.925 -1.319 2.020
C -3.51867 2.22025 -3.66939 0.779 0.901 -2.249
C -4.65707 1.82277 -2.74385 0.235 0.761 -0.633
N -2.24258 2.49866 -3.35145 -0.141 -0.037 -0.582
N 0.25181 4.42252 -3.62198 0.228 -0.376 1.071
C 1.23424 5.33738 -3.80560 -0.328 0.036 0.634
C 1.52494 5.97558 -2.61126 -0.267 -0.222 -0.160
C 0.66983 5.34926 -1.64579 0.673 0.553 -2.190
C 0.55103 5.49182 -0.21324 -0.515 0.522 1.694
N -0.11020 4.44781 -2.22593 1.153 0.241 -2.433
N 0.80976 3.40689 -5.85412 -3.016 0.528 -0.634
C 0.24577 4.42888 -6.67273 1.013 -1.058 -0.199
C 0.41187 4.07856 -7.98428 -0.461 -1.204 -0.677
C 0.96472 2.69195 -7.92602 -0.651 1.574 -0.031
C 1.25415 1.75906 -9.12048 0.099 0.266 1.128
N 1.11454 2.33752 -6.65654 0.583 -0.116 -1.220
H 2.45354 0.68716 0.02500 0.490 -0.141 0.170
H 0.78234 0.24916 -0.11411 -0.914 -1.159 -0.093
H 1.17498 1.86382 0.32237 0.362 -0.443 -0.623
H 3.70025 1.64633 -2.33262 -0.006 -0.446 -0.429
H 2.68044 2.00096 -4.88028 -0.845 -0.273 1.314
H -2.04823 2.63228 -6.66014 -0.049 0.054 1.836
H -4.49651 2.19785 -5.69640 -0.021 0.018 -0.085
H -5.55098 1.89829 -3.40481 0.381 -0.075 0.894
H -4.74707 2.49077 -1.85601 -0.028 -0.494 -0.675
H -4.55009 0.78407 -2.41921 0.017 0.118 0.018
H 1.70467 5.54672 -4.76971 -0.374 -0.421 0.407
H 2.27903 6.78021 -2.60310 -0.695 -0.589 0.724
H 0.71099 4.51095 0.24910 0.099 0.196 0.188
H -0.46901 5.82963 0.07250 0.610 -0.091 -0.116
H 1.27526 6.20178 0.18795 -0.109 -0.142 0.058
H -0.22316 5.29148 -6.23568 0.076 0.157 0.074
H 0.02485 4.59642 -8.92319 0.841 -0.674 1.642
H 2.14979 1.19582 -8.88856 0.194 -0.173 0.050
H 1.42307 2.22271 -10.09880 -0.251 0.361 0.497
H 0.45219 1.03180 -9.21426 -0.166 -0.003 -0.064
C -0.28762 -3.66343 3.29523 -1.700 -0.151 0.548
C -1.07590 -3.02983 2.17902 -1.766 -0.173 -0.373
C -1.42365 -1.55689 2.38803 -0.121 0.667 -0.243
Sb -2.14029 -0.51252 0.51354 1.051 -2.426 -0.389
C -3.60627 -2.14436 0.01117 1.742 1.824 -0.544
C -4.91348 -1.78562 -0.23038 -0.091 -2.918 0.457
C -5.81606 -2.81383 -0.47354 -1.310 -0.966 -0.840
C -5.34644 -4.12981 -0.70087 -0.788 0.645 0.841
C -3.98114 -4.43119 -0.60791 -1.407 0.943 -0.211
C -3.10087 -3.40957 -0.29246 -1.634 0.307 -0.188
C -3.42483 1.01109 1.08201 0.232 -0.284 -0.359
C -3.22038 2.29448 0.59106 0.130 1.689 0.608
C -3.99472 3.39295 1.01178 -0.014 -1.226 0.133
C -5.15299 3.10391 1.75931 1.066 1.273 -0.820
C -5.41475 1.78931 2.06920 -1.311 -0.264 1.234
C -4.53432 0.72775 1.84139 -0.979 1.560 0.203
Sb 1.92017 -3.18603 3.21041 -0.771 -0.378 0.074
C 2.43603 -3.63945 1.16149 1.183 -0.720 0.074
C 2.96900 -4.94793 1.06482 0.012 -0.530 -0.866
C 2.85282 -5.67448 -0.16386 0.049 0.698 1.823
C 2.32398 -5.00952 -1.26467 0.617 -0.027 -0.539
C 1.98807 -3.65842 -1.22557 0.257 0.427 0.982
C 2.03768 -2.98632 0.00135 -1.160 0.229 0.497
C 3.39209 -3.85760 4.60788 1.705 0.402 -0.909
C 4.73232 -3.83005 4.22235 -0.006 0.573 -0.463
C 5.70534 -4.25261 5.10716 0.512 -0.202 -1.860
C 5.34561 -4.78198 6.29915 0.163 0.803 2.330
C 4.02461 -4.75658 6.72150 -0.213 -1.572 0.301
C 3.04998 -4.44323 5.79960 -1.178 0.210 0.744
H -0.37634 -4.78447 3.17739 0.537 1.125 0.368
H -0.71480 -3.35364 4.27936 0.408 -0.363 -0.423
H -2.07142 -3.57984 2.06677 1.281 0.592 -0.145
H -0.50656 -3.15725 1.26645 -0.042 -0.153 -0.560
H -0.59036 -0.98868 2.81885 0.036 0.008 -0.325
H -2.21838 -1.47940 3.11501 -0.406 0.065 0.253
H -5.27503 -0.82809 -0.18315 -0.615 2.311 0.399
H -6.94253 -2.61955 -0.53793 1.826 -0.192 -0.031
H -6.11278 -4.89607 -0.88217 0.615 0.202 -0.027
H -3.68815 -5.42691 -0.82241 0.579 -0.671 -0.189
H -2.07866 -3.54677 -0.45375 1.568 -0.345 0.421
H -2.31997 2.61195 0.00167 -0.352 -0.699 0.436
H -3.63806 4.39669 0.81020 -0.366 0.009 -0.134
H -5.77663 3.95439 2.08819 0.174 -0.844 -0.167
H -6.35302 1.63812 2.61269 0.379 -0.321 -0.071
H -4.75412 -0.23144 2.28337 0.119 -0.204 -0.199
H 3.49818 -5.38654 1.94114 -0.786 0.091 -0.656
H 3.11757 -6.75071 -0.20726 0.005 0.969 -0.064
H 2.33841 -5.56119 -2.19176 -0.364 0.087 -0.265
H 1.71426 -3.03179 -2.06054 -0.170 -0.510 -0.483
H 1.57494 -1.98292 0.12219 0.575 -0.556 -0.423
H 5.04101 -3.47110 3.22083 -0.241 0.001 0.683
H 6.73143 -4.22602 4.77019 0.201 -0.039 0.207
H 6.10362 -4.99748 7.03734 0.165 -0.387 -0.049
H 3.74979 -5.17024 7.70934 0.190 0.357 -0.644
H 1.99439 -4.63718 6.02870 0.249 0.335 0.082
C 3.63587 -0.69834 6.09163 -0.618 -0.918 1.104
Si 2.04868 -0.19246 5.11746 1.890 0.488 0.086
C 0.54143 -0.71228 6.01222 0.763 -1.558 1.208
C 2.05266 1.72498 5.01479 -0.582 -0.129 -0.918
C 2.20419 -0.99710 3.39798 0.658 -0.793 -0.764
H 3.69212 -0.04279 6.99110 -0.063 -0.254 -0.506
H 4.60550 -0.58651 5.57253 -0.564 -0.219 0.048
H 3.53917 -1.76656 6.54040 0.287 1.655 -0.999
H 0.58715 -0.43818 7.07639 0.267 -0.178 -0.174
H 0.39744 -1.82194 5.95410 -0.227 0.950 -0.006
H -0.26326 -0.14837 5.65132 -1.597 0.417 -0.833
H 2.24872 2.20379 5.99133 -0.309 -0.286 -0.379
H 1.06273 2.10505 4.56632 1.508 -0.370 0.668
H 2.90168 2.00591 4.35324 -0.597 0.047 0.242
H 3.26700 -1.03300 3.09358 0.049 0.206 0.592
H 1.81689 -0.50355 2.49918 -0.700 0.003 0.313

Entry 2:
118
Properties=species:S:1:pos:R:3:forces:R:3 method="wB97M-V/def2-TZVPD" fmax_ha_per_bohr=0.021 e_lumo_ha="-0.1228 / -0.1851" multiplicity=2 total_charge=+1 e_homo_ev="-10.2 / -10.2" gap_ev="6.9 / 5.2"
Ir 0.74428 -0.77109 0.47548 -0.728 -0.794 0.243
O 0.76111 4.46832 -0.86286 0.005 -0.008 0.013
C -0.40199 4.32178 -0.20478 0.031 0.058 -0.035
C -1.19577 5.46103 -0.07197 -0.023 -0.005 0.008
C -2.41090 5.39233 0.57610 0.030 0.002 -0.024
C -2.86826 4.18655 1.10660 0.003 -0.068 0.023
C -2.08820 3.05740 0.98809 -0.108 0.050 0.044
C -0.84767 3.10371 0.34024 0.113 -0.109 0.019
C -0.06978 1.86747 0.23217 0.115 -0.156 -0.440
O -0.52802 0.78465 0.77887 0.255 0.092 0.271
N 1.04814 1.86240 -0.48559 -0.067 0.035 0.204
N 1.60566 0.59815 -0.51205 -0.240 0.011 -0.216
C 2.79053 0.44422 -1.06234 0.336 0.098 -0.126
C 3.52404 -0.75384 -1.16540 -0.010 0.195 -0.124
C 4.74118 -0.67588 -1.90492 0.057 0.027 -0.023
C 5.52184 -1.76608 -2.12412 -0.021 0.076 -0.004
C 5.12316 -3.01489 -1.59633 -0.069 -0.034 0.061
C 3.97621 -3.13345 -0.86839 -0.080 -0.039 0.016
C 3.13912 -2.01573 -0.62338 -0.161 -0.170 0.113
O 2.06959 -2.21662 0.09423 0.487 0.208 -0.269
H 1.20817 3.60079 -0.90636 0.000 -0.003 -0.007
H -0.82864 6.38667 -0.49329 0.000 0.007 0.000
H -3.01335 6.28694 0.66824 -0.001 0.004 -0.001
H -3.82585 4.13254 1.60619 -0.001 0.001 -0.004
H -2.44089 2.11131 1.37574 0.029 0.015 -0.023
H 3.23000 1.34200 -1.48746 -0.043 0.034 0.024
H 5.03434 0.28657 -2.30647 -0.028 0.009 0.011
H 6.43547 -1.67565 -2.69370 0.007 -0.037 -0.001
H 5.73508 -3.89130 -1.76549 0.019 0.010 -0.011
H 3.66301 -4.08256 -0.45372 0.020 -0.012 -0.009
C 1.45267 -2.71546 2.76077 0.038 0.014 0.037
N 1.35694 -3.09601 4.15127 0.027 0.047 -0.028
C 1.54969 -1.90876 4.98633 0.011 0.011 0.024
N 0.53379 -0.88878 4.71449 -0.010 -0.015 0.014
C 0.61488 -0.49532 3.33371 -0.023 -0.113 -0.035
N 0.41731 -1.68139 2.39808 -0.009 0.195 0.076
C -0.92903 -2.27612 2.73477 -0.091 -0.084 -0.104
N -1.01467 -2.64798 4.12744 -0.005 0.057 -0.028
C 0.02283 -3.63643 4.41505 -0.026 -0.061 0.003
C -0.79288 -1.46630 4.95961 0.008 -0.002 0.026
H 1.29642 -3.57753 2.11385 -0.006 0.004 0.030
H 2.43810 -2.29606 2.56125 0.002 0.009 -0.003
H 2.53904 -1.48959 4.79392 -0.001 -0.003 0.005
H 1.48923 -2.19776 6.03548 0.004 0.000 -0.003
H 1.60138 -0.07142 3.12481 -0.001 0.017 0.012
H -0.15856 0.23243 3.09194 0.009 0.020 0.037
H -1.04925 -3.16369 2.11833 0.010 0.055 0.057
H -1.69877 -1.55030 2.48168 -0.048 0.054 -0.025
H -0.13846 -4.51481 3.78680 -0.002 0.004 0.013
H -0.04078 -3.93252 5.46260 0.003 0.001 -0.006
H -0.86621 -1.74774 6.01031 -0.005 0.008 -0.005
H -1.55689 -0.72043 4.73397 0.002 -0.001 0.008
C -6.20140 2.74959 -0.40543 -0.022 0.021 0.009
C -7.51844 2.18901 -0.93864 0.010 -0.003 0.009
C -7.42671 0.82292 -1.61920 -0.019 -0.021 -0.013
C -7.12536 -0.34663 -0.68826 0.019 0.025 0.037
N -5.74662 -0.29718 -0.22906 -0.015 -0.087 0.019
C -5.25641 -0.65636 0.96853 -0.020 0.013 -0.021
S -3.65593 -0.26436 1.35061 0.014 0.000 -0.009
N -6.07608 -1.31311 1.80342 0.005 0.003 -0.010
C -5.76591 -1.59747 3.20067 -0.031 -0.004 0.021
C -5.89823 -0.38984 4.12569 0.002 -0.001 -0.015
C -7.32656 0.00318 4.49622 -0.004 -0.004 -0.005
C -8.19736 0.46129 3.32831 0.012 0.000 0.022
H -6.33703 3.78074 -0.07677 0.013 0.000 0.005
H -5.43023 2.75220 -1.18067 0.007 -0.007 0.009
H -5.81441 2.17943 0.43970 0.012 0.014 -0.003
H -7.93078 2.89348 -1.66440 -0.005 0.002 -0.001
H -8.25065 2.13031 -0.12684 -0.007 0.005 -0.003
H -6.66698 0.84996 -2.40761 -0.023 0.008 -0.007
H -8.37511 0.60833 -2.11643 0.000 -0.005 0.002
H -7.32689 -1.29364 -1.20058 -0.007 -0.011 0.028
H -7.79517 -0.28325 0.17396 -0.011 0.003 0.002
H -5.06531 0.11190 -0.85108 0.004 0.056 0.078
H -7.00633 -1.52063 1.48451 -0.011 0.008 0.006
H -4.74911 -1.98694 3.24261 0.000 -0.002 -0.016
H -6.44494 -2.39287 3.51658 0.020 -0.008 0.001
H -5.38245 0.45470 3.66085 0.014 -0.008 0.007
H -5.34837 -0.62193 5.04191 -0.005 0.009 0.006
H -7.27216 0.81165 5.22858 -0.003 0.000 0.004
H -7.81335 -0.83368 5.00658 -0.001 0.000 0.006
H -7.67876 1.20614 2.71922 -0.001 0.001 -0.011
H -9.12308 0.90893 3.68963 -0.007 0.003 -0.005
H -8.48120 -0.36872 2.67827 -0.010 0.001 -0.006
C -3.88806 0.81993 -3.17376 0.022 0.000 -0.088
C -2.68893 1.40129 -2.78717 0.012 0.002 -0.023
C -1.70174 0.62567 -2.20139 -0.137 -0.056 0.055
C -1.90692 -0.72861 -1.94261 -0.098 -0.289 -0.248
C -3.10898 -1.30639 -2.36938 0.027 0.068 0.035
C -4.08973 -0.53970 -2.98162 0.039 0.005 -0.030
Si -0.56030 -1.86130 -1.33993 0.395 0.693 0.257
C 0.61161 -2.24700 -2.72844 -0.044 -0.159 0.037
C 0.84602 -3.57163 -3.10766 0.086 -0.057 0.072
C 1.68997 -3.87107 -4.16721 0.015 -0.006 -0.015
C 2.31056 -2.84898 -4.86940 -0.023 -0.021 0.011
C 2.06367 -1.52724 -4.52543 0.050 0.070 -0.025
C 1.21916 -1.23035 -3.46864 -0.075 -0.009 -0.036
C -1.10911 -3.34257 -0.37657 -0.188 0.010 -0.086
C -0.21892 -4.37525 -0.05117 -0.024 -0.007 -0.001
C -0.65208 -5.47620 0.66983 -0.038 -0.026 -0.016
C -1.98211 -5.56536 1.06773 0.024 -0.064 0.021
C -2.87264 -4.54783 0.76141 -0.006 0.064 0.026
C -2.43796 -3.43500 0.05475 0.052 -0.117 0.071
H -4.64923 1.41892 -3.65780 -0.007 0.019 0.022
H -2.51312 2.45562 -2.95732 -0.005 0.011 0.008
H -0.76509 1.09262 -1.95053 0.161 0.098 0.058
H -3.28814 -2.36477 -2.22647 -0.012 0.000 -0.066
H -5.01303 -1.00443 -3.30486 -0.001 -0.018 -0.024
H 0.36513 -4.38511 -2.57650 0.009 0.042 -0.059
H 1.85735 -4.90322 -4.44567 0.004 -0.004 -0.011
H 2.97135 -3.07907 -5.69465 0.003 -0.005 -0.006
H 2.52591 -0.72600 -5.08817 -0.004 -0.004 0.002
H 1.00913 -0.19251 -3.23736 0.025 0.048 0.027
H 0.81823 -4.30575 -0.35539 -0.013 -0.014 0.030
H 0.03977 -6.27218 0.91359 0.013 -0.002 0.008
H -2.31975 -6.43112 1.62312 -0.003 0.003 0.002
H -3.90178 -4.60947 1.09116 -0.001 0.005 -0.007
H -3.12337 -2.61675 -0.12041 -0.003 -0.014 0.022